Below is a cluster of 7 separate species, C17H23Cl18INO2 in total, with properties calculated with ωB97M-V/def2-TZVPD.

Geometry as XYZ:
```
62
Properties=species:S:1:pos:R:3:forces:R:3
C 5.202499 -0.153260 1.113312 0.052 -0.015 -0.106
C 4.186409 0.947980 0.809974 0.424 -0.062 0.303
C 2.701159 0.578518 0.572479 0.283 0.157 -0.197
I 2.360272 -1.521634 0.180448 -0.053 0.037 0.088
C 1.758285 1.013291 1.647376 -0.216 -0.032 -0.132
C 2.034302 0.813876 3.000020 -0.057 -0.204 0.302
O 3.177103 0.181912 3.381491 -0.094 0.029 0.084
C 1.174089 1.267153 3.988863 0.030 0.073 -0.181
C -0.000395 1.908389 3.624639 0.229 -0.119 0.083
C -0.261819 2.067809 2.290022 -0.077 0.009 0.240
N 0.582850 1.623848 1.335584 0.000 0.310 0.001
C 0.104902 1.845639 -0.051444 -0.176 0.085 -0.099
C -0.662857 0.651093 -0.625886 -0.328 -0.202 -0.050
C -1.642806 0.034359 0.364154 0.052 0.314 -0.038
O -1.364390 1.236042 -1.717860 0.044 0.041 -0.037
H 5.437909 -0.732813 0.219095 -0.062 -0.032 0.058
H 4.884932 -0.837285 1.897619 -0.010 0.010 -0.052
H 6.130700 0.310028 1.451175 -0.041 0.020 -0.053
H 4.535633 1.456716 -0.089125 -0.151 0.011 0.140
H 4.242630 1.672879 1.625632 -0.168 0.053 -0.083
H 2.428011 1.055149 -0.363140 -0.209 -0.188 0.052
H 3.118308 -0.767606 3.202289 0.046 0.018 -0.143
H 1.458187 1.103370 5.020460 -0.073 -0.006 -0.004
H -0.712990 2.267845 4.353768 0.060 0.030 -0.034
H -1.165277 2.561330 1.966336 0.018 -0.036 -0.180
H 0.908056 2.182687 -0.701475 0.047 -0.137 0.070
H -0.608810 2.666511 0.007635 0.058 -0.008 -0.014
H 0.008164 -0.129375 -0.995601 0.141 0.121 0.027
H -1.129668 -0.403215 1.222543 -0.063 -0.148 -0.040
H -2.220419 -0.740785 -0.135562 0.076 -0.072 0.061
H -2.350716 0.791356 0.711768 0.043 -0.022 0.043
H -1.816964 0.529304 -2.193485 -0.013 -0.025 0.037
C -4.122565 4.278546 1.772560 0.062 0.099 -0.003
Cl -3.717453 3.396125 3.252378 0.003 -0.047 -0.014
Cl -3.584104 5.946608 1.870906 -0.002 -0.026 0.002
Cl -3.424153 3.474128 0.358444 -0.008 -0.027 -0.009
H -5.199085 4.268935 1.663932 -0.006 -0.029 -0.001
C -3.564091 -4.030810 0.422653 -0.084 0.028 -0.023
Cl -4.541450 -5.031773 -0.642168 0.009 0.019 0.004
Cl -2.105284 -3.475211 -0.412944 -0.017 -0.069 0.039
Cl -4.482573 -2.653909 1.031040 0.024 -0.012 0.023
H -3.255348 -4.630904 1.268186 0.005 -0.009 0.000
C -8.388500 -4.834203 0.597229 -0.015 0.003 0.043
Cl -7.415938 -5.419193 1.950209 0.012 -0.002 -0.004
Cl -10.097704 -5.151340 0.869808 0.014 0.001 -0.009
Cl -8.100368 -3.115281 0.319212 -0.021 0.007 -0.030
H -8.083339 -5.370928 -0.291102 0.017 -0.001 -0.001
C 1.685908 -3.654695 -3.531957 0.051 -0.053 -0.032
Cl 0.438275 -3.858106 -2.292158 0.083 0.031 -0.065
Cl 3.297915 -3.805652 -2.827052 0.012 -0.015 0.018
Cl 1.455142 -4.807911 -4.835238 -0.005 0.020 -0.005
H 1.598601 -2.656288 -3.938425 -0.072 0.006 -0.003
C 6.980323 3.077142 -1.758661 0.005 0.025 0.070
Cl 6.702271 4.595958 -0.915042 0.000 -0.009 -0.003
Cl 7.873334 1.943279 -0.749656 -0.016 -0.014 0.000
Cl 5.444917 2.369566 -2.288837 0.030 0.027 -0.204
H 7.570192 3.279013 -2.642769 -0.011 0.003 -0.014
C -1.141210 0.170017 -5.036590 -0.045 -0.004 -0.077
Cl -0.972743 0.452868 -6.759399 -0.002 -0.028 0.040
Cl -2.216320 -1.188956 -4.703011 -0.020 0.027 0.072
Cl 0.435597 -0.104740 -4.280259 0.155 0.014 0.051
H -1.567517 1.056630 -4.584418 0.030 0.026 -0.009
```
Forces are in eV/Å.

## Properties
Spin multiplicity ... 1
Net charge ... +1
Energy ... -257085.170 eV
E_LUMO ... -0.1439 Ha
Orbital gap ... 8.57 eV

Below is a structure of composition C17H23Cl3GeN8PSbSe4Ti, with properties calculated with ωB97M-V/def2-TZVPD.

Geometry as XYZ:
```
59
Properties=species:S:1:pos:R:3:forces:R:3
Ti -0.521823 -0.797728 -0.642665 -0.811 0.039 0.176
C -0.918370 4.213473 1.964886 -0.001 -0.008 0.003
N -1.244081 2.836485 1.590569 0.004 -0.005 0.008
C -2.370766 2.171278 1.992328 -0.013 0.001 -0.016
C -2.338985 0.951649 1.389220 -0.038 0.014 -0.046
N -1.208945 0.870110 0.619803 0.079 -0.062 -0.065
C -0.559867 2.025940 0.757847 -0.019 0.024 0.013
P 0.995716 2.484071 -0.083779 0.021 0.003 -0.020
C 0.456135 1.960950 -1.739790 -0.006 0.003 -0.001
N -0.200533 0.827628 -1.984425 0.231 -0.146 -0.096
C -0.458402 0.798177 -3.333100 -0.001 0.006 -0.009
C 0.051317 1.927725 -3.893198 0.007 0.006 0.021
N 0.614893 2.653517 -2.878740 -0.023 0.031 -0.007
C 1.334620 3.912026 -3.062859 0.000 -0.016 -0.002
C 1.904661 0.949268 0.284455 -0.024 -0.013 0.001
N 1.397241 -0.271449 0.124362 0.179 -0.041 -0.026
C 2.388827 -1.164494 0.451068 -0.011 0.025 0.027
C 3.495304 -0.465410 0.817058 0.010 0.003 -0.012
N 3.175900 0.863030 0.709740 0.025 0.013 -0.002
C 4.116335 1.960839 0.935169 -0.002 -0.015 -0.013
H -1.236769 4.379894 2.990015 0.004 0.002 0.003
H -1.432489 4.910370 1.306243 -0.002 0.001 0.002
H 0.154412 4.368530 1.898431 0.001 0.002 -0.004
H -3.088810 2.615714 2.659665 0.001 0.003 0.002
H -3.043633 0.140494 1.459827 -0.002 -0.001 0.000
H -0.991822 -0.011107 -3.808023 0.012 -0.006 0.006
H 0.051893 2.274493 -4.912051 -0.001 0.006 0.002
H 0.777645 4.540064 -3.752754 0.000 0.003 0.002
H 2.324893 3.708577 -3.465800 0.003 -0.005 0.000
H 1.425086 4.424405 -2.109277 0.001 0.003 0.000
H 2.244297 -2.229469 0.398580 0.000 0.001 -0.005
H 4.471828 -0.793734 1.128355 0.000 0.003 0.001
H 4.707469 1.741761 1.820019 -0.001 0.004 0.003
H 3.567200 2.884539 1.093189 0.002 0.002 -0.004
H 4.771025 2.064441 0.072239 0.002 0.002 0.001
C -2.397074 -5.030241 2.288676 -0.002 0.013 -0.007
C -1.718062 -3.711643 2.172482 -0.022 -0.015 0.010
C -1.185706 -2.870706 3.136571 0.028 -0.005 0.002
C -0.677426 -1.766238 2.462902 -0.018 -0.011 -0.015
N -0.882849 -1.913051 1.133233 0.088 0.107 -0.038
N -1.519020 -3.108490 0.998242 0.019 -0.086 -0.086
C -0.036442 -0.583942 3.108703 0.000 -0.030 0.030
H -2.385763 -5.362474 3.323151 0.000 -0.001 -0.002
H -1.896267 -5.781446 1.678124 0.001 -0.004 -0.001
H -3.434087 -4.960332 1.959137 0.000 0.000 -0.005
H -1.161411 -3.042128 4.199025 -0.005 -0.007 -0.002
H -1.807357 -3.451961 0.086257 -0.044 0.057 0.042
H 0.432695 -0.897828 4.039183 0.001 -0.008 -0.003
H -0.789104 0.166857 3.357943 0.031 -0.019 -0.004
H 0.717931 -0.122668 2.481159 0.047 0.014 -0.051
Cl 3.087688 0.246751 -3.031848 -0.044 0.015 0.080
Ge 2.451272 -1.395124 -4.435043 -0.014 0.048 0.016
Cl 3.722692 -2.959808 -3.665604 -0.023 -0.008 0.052
Cl 0.276035 -2.524002 -1.757553 0.038 0.066 -0.095
Se -1.852583 -2.232595 -5.172991 -0.012 -0.041 -0.028
Sb -2.929235 -2.708095 -3.138593 0.037 -0.021 -0.034
Se -2.921319 -4.908863 -1.945112 0.061 0.055 0.031
Se -5.035909 -3.934736 -2.680929 0.035 0.035 0.024
Se -2.870107 -0.873311 -1.393711 0.170 -0.035 0.141
```
Forces are in eV/Å.

## Properties
Relative energy (zero: lowest compared OMol25 entry of this formula, charge and spin) ... 0.0 kcal per mole
Spin multiplicity ... 1
Net charge ... +2
Energy ... -424327.629 eV
E_LUMO ... -0.2629 Ha
Orbital gap ... 5.95 eV

Below is a cluster of 2 separate species, C17H23FN6O3PS in total in a non-equilibrium geometry, with properties calculated with ωB97M-V/def2-TZVPD.

Geometry as XYZ:
```
52
Properties=species:S:1:pos:R:3:forces:R:3
C -1.520439 0.594623 0.827047 0.429 -0.648 -0.114
P 0.089034 1.280707 0.258287 0.326 1.215 0.771
C -0.271080 1.775168 -1.471960 -0.389 -0.850 0.220
C 1.042517 -0.291023 0.031274 -0.890 -0.031 -0.728
N 0.764379 -1.212662 -0.898097 0.670 -0.461 0.234
C 1.687507 -2.188013 -0.746467 -0.839 0.444 -0.477
N 1.748994 -3.303374 -1.480710 0.425 -0.010 0.228
C 0.819513 -3.621431 -2.513632 -0.519 -0.306 -0.328
C 0.121860 -4.820337 -2.489512 0.368 0.337 0.105
C -0.772091 -5.059490 -3.522339 -0.215 -0.474 0.087
N -1.021192 -4.229844 -4.526690 0.210 0.249 -0.013
C -0.329002 -3.088470 -4.546143 -0.209 -0.406 0.183
C 0.590840 -2.758666 -3.568506 0.428 0.660 0.041
N 2.535100 -1.897258 0.253303 0.678 -0.304 0.265
C 3.647059 -2.647785 0.803965 -0.372 0.453 -0.122
C 4.732354 -2.877929 -0.014636 0.324 -0.226 -0.063
C 5.768941 -3.636984 0.527106 -0.532 0.153 0.052
C 5.619223 -4.069471 1.831350 0.505 -0.294 0.186
C 4.487576 -3.745304 2.568086 -0.009 0.130 -0.247
N 3.487289 -3.033715 2.050616 0.111 -0.176 0.143
N 2.099190 -0.687781 0.719145 -0.374 0.170 -0.071
F 2.703055 -0.093927 1.736732 0.205 -0.169 0.014
H -1.550338 0.619096 1.913466 -0.120 0.123 0.009
H -1.623554 -0.441939 0.498311 -0.198 0.085 -0.071
H -2.329862 1.187913 0.408801 0.026 0.149 0.062
H 0.632620 1.840509 -2.070771 0.013 0.154 -0.019
H -0.978184 1.071204 -1.915994 0.157 0.017 -0.195
H -0.772493 2.739003 -1.387602 0.166 0.122 -0.020
H 2.487623 -3.958486 -1.272878 -0.116 -0.103 0.019
H 0.274763 -5.539512 -1.696019 -0.094 -0.030 -0.008
H -1.327030 -5.992146 -3.510911 -0.032 0.058 -0.099
H -0.519964 -2.409521 -5.367326 -0.008 -0.023 -0.028
H 1.128820 -1.820494 -3.630456 -0.045 -0.023 0.004
H 4.772445 -2.493779 -1.025315 -0.023 0.061 0.028
H 6.648342 -3.877062 -0.052140 0.024 0.016 0.002
H 6.395448 -4.663926 2.296308 -0.030 0.025 0.003
H 4.394199 -4.075291 3.593991 -0.128 0.056 0.013
O -2.296368 4.550382 0.424665 0.020 -0.253 -0.033
S -2.581447 4.912548 1.784819 -0.086 0.368 0.132
O -2.717307 3.883174 2.770103 0.071 -0.177 -0.119
O -3.855449 5.851617 1.811493 0.168 -0.019 0.059
C -5.065726 5.384836 1.167369 -0.419 -0.172 -0.205
C -5.786533 4.322680 1.971035 0.174 -0.073 0.100
C -1.409088 6.096691 2.344403 0.020 0.055 -0.020
H -4.825209 5.038859 0.161181 0.119 -0.002 0.038
H -5.684632 6.273918 1.071778 0.128 0.089 0.057
H -5.205655 3.403597 2.033008 -0.001 0.004 -0.024
H -6.741690 4.092270 1.499233 -0.011 0.065 -0.020
H -5.968498 4.668622 2.988098 -0.049 0.027 -0.021
H -1.322153 6.885661 1.602710 -0.023 -0.002 -0.002
H -0.462437 5.573038 2.459004 -0.018 -0.037 -0.012
H -1.741267 6.489501 3.301418 -0.015 -0.018 0.003
```
Forces are in eV/Å.

## Properties
Spin multiplicity ... 1
Net charge ... +1
Energy ... -55917.315 eV
E_LUMO ... -0.1118 Ha
Orbital gap ... 8.74 eV

Below is a structure of composition C17H23MnN6O2 in a non-equilibrium geometry, with properties calculated with ωB97M-V/def2-TZVPD.

Geometry as XYZ:
```
49
Properties=species:S:1:pos:R:3:forces:R:3
Mn 0.150865 0.313311 0.123776 -0.106 -1.213 -0.664
N 1.405471 -0.685180 1.627097 0.116 0.231 -0.485
C 1.615329 -2.144197 1.512441 0.075 0.095 0.142
C 1.889433 -2.546190 0.076487 -0.012 -0.065 -0.009
C 0.629670 -2.691824 -0.760889 0.052 0.002 -0.170
N 0.175044 -1.382324 -1.258002 -0.414 0.258 0.335
H 2.291342 -0.206929 1.475380 -0.012 -0.007 0.123
H 1.124178 -0.446825 2.573487 -0.002 0.103 -0.065
H 0.711243 -2.643368 1.868512 0.020 -0.023 0.033
H 2.435311 -2.469633 2.154803 0.008 0.043 0.060
H 2.431874 -3.491849 0.070400 -0.012 -0.005 0.013
H 2.543318 -1.801488 -0.391575 0.069 -0.103 -0.021
H -0.165201 -3.143028 -0.159694 0.026 -0.059 -0.004
H 0.826406 -3.372587 -1.591228 -0.055 0.029 -0.068
H -0.680192 -1.509343 -1.793978 -0.007 0.042 0.019
H 0.852828 -1.025784 -1.950507 -0.026 -0.085 -0.111
N -1.611322 -0.922880 1.060524 0.335 0.329 0.161
C -2.813034 -0.130603 1.178330 -0.035 -0.137 0.043
C -3.950756 -0.568697 1.789210 -0.080 -0.042 0.076
C -5.086823 0.265744 1.881246 0.040 -0.021 -0.012
C -5.054802 1.527569 1.363918 0.018 0.024 0.005
C -3.885276 2.005431 0.725810 -0.081 0.080 -0.023
C -3.773488 3.309454 0.189093 -0.046 -0.031 0.029
C -2.608782 3.694496 -0.404679 0.013 0.011 -0.021
C -1.547561 2.773465 -0.475649 -0.091 0.015 -0.075
N -1.615212 1.554750 0.009971 0.703 0.247 -0.321
C -2.765420 1.161032 0.622063 -0.019 0.074 -0.027
H -1.414188 -1.372757 1.949145 -0.020 -0.024 -0.029
H -1.762662 -1.666494 0.386352 0.087 -0.001 0.006
H -3.983507 -1.566712 2.211066 -0.008 0.013 -0.001
H -5.979289 -0.105246 2.366048 0.013 0.007 0.007
H -5.915706 2.179993 1.438229 0.009 -0.012 -0.007
H -4.615426 3.986854 0.262675 0.008 -0.004 -0.006
H -2.483468 4.685654 -0.816490 0.000 -0.021 -0.016
H -0.617760 3.049736 -0.956519 0.013 0.007 0.035
C 3.144691 4.152986 0.038637 -0.009 -0.044 -0.030
N 2.805498 3.058121 -0.866821 0.043 0.035 -0.028
C 3.360742 2.932192 -2.121261 0.021 0.064 0.061
C 3.069817 1.906590 -2.933044 -0.028 -0.062 -0.023
C 2.139738 0.879834 -2.485324 0.020 0.105 0.100
O 1.877163 -0.133183 -3.128716 -0.039 -0.085 -0.084
N 1.560040 1.099889 -1.255998 -0.369 -0.073 0.496
C 1.910155 2.109998 -0.459340 0.078 0.133 0.197
O 1.380329 2.146388 0.678038 -0.297 0.170 0.345
H 3.892240 4.779619 -0.439723 -0.002 -0.006 -0.008
H 3.540909 3.761172 0.972173 0.022 -0.018 0.007
H 2.262079 4.746872 0.264995 -0.024 0.010 -0.011
H 4.052916 3.714816 -2.400200 -0.002 0.002 0.016
H 3.521487 1.810035 -3.907705 0.005 0.012 0.011
```
Forces are in eV/Å.

## Properties
Relative energy (zero: lowest compared OMol25 entry of this formula, charge and spin) ... 6.3 kcal per mole
Spin multiplicity ... 2
Net charge ... +1
Energy ... -62355.133 eV
E_LUMO (spin up / spin down) ... -0.1118 / -0.1127 Ha
Orbital gap (spin up / spin down) ... 8.39 / 8.03 eV

Below is an isolated molecule of C17H23N3O in a non-equilibrium geometry, with properties calculated with ωB97M-V/def2-TZVPD.

Geometry as XYZ:
```
44
Properties=species:S:1:pos:R:3:forces:R:3
C -0.343471 -5.712520 -2.366489 -0.015 0.946 1.144
C 0.288214 -4.595362 -2.003069 -1.972 -1.369 2.047
C 0.244087 -4.001136 -0.589687 -1.985 -0.567 0.517
N 0.030944 -2.574395 -0.531929 -2.023 0.562 0.394
C -1.216909 -1.962502 -0.174975 -1.421 -0.715 -1.211
O -2.302477 -2.509054 0.060770 2.120 0.482 0.009
N -1.056044 -0.571299 -0.361604 -1.108 -2.563 1.100
C 0.249086 -0.372137 -0.695763 1.365 1.411 -1.425
C 0.928410 0.787678 -0.993588 0.480 1.483 0.775
C 2.286180 0.683876 -1.374573 -0.598 0.172 0.308
C 2.982408 -0.510129 -1.537401 -3.390 -0.772 0.367
C 2.233911 -1.715948 -1.310036 0.876 0.656 -0.409
C 0.913906 -1.584632 -0.876821 1.002 -0.489 0.044
C 0.245428 2.186634 -0.694492 -0.073 -1.031 0.301
N -0.646359 2.110966 0.501441 0.280 -0.606 2.184
C 0.076997 1.878822 1.810116 1.137 0.343 0.048
C 0.876808 3.141452 2.403377 1.620 -3.325 0.960
C 1.511932 2.789230 3.870180 -1.813 0.755 -2.637
C -2.092148 1.542033 0.493187 2.476 1.082 -4.884
C -2.857969 2.742480 -0.161099 0.465 -0.649 1.048
C -2.201613 0.312321 -0.517285 0.227 1.756 0.608
H -0.908158 -6.323355 -1.690595 -0.074 -0.105 0.618
H -0.475782 -6.009275 -3.364514 0.413 -0.258 -1.341
H 0.712208 -4.019122 -2.734355 1.263 1.499 -1.710
H 1.117581 -4.210917 -0.024453 1.097 -0.309 0.392
H -0.622420 -4.395050 0.039935 1.034 0.056 -1.110
H 2.789190 1.618254 -1.534659 0.321 0.310 -0.151
H 3.922241 -0.464207 -1.993192 1.405 -0.348 -0.239
H 2.665170 -2.708634 -1.557067 -0.364 0.773 0.441
H 1.050489 2.985650 -0.482951 -1.316 -1.243 -0.507
H -0.350261 2.439995 -1.612284 0.475 0.217 0.972
H 0.827134 1.002239 1.767153 -1.116 1.022 -0.037
H -0.654420 1.670605 2.625278 0.264 -0.163 -0.877
H 0.205086 3.929774 2.500557 -1.058 1.530 0.150
H 1.738832 3.420175 1.810229 -0.095 0.160 -0.555
H 1.897912 3.669111 4.314505 0.937 0.836 0.190
H 2.159914 1.951395 3.917339 0.924 -0.547 -0.383
H 0.702484 2.551994 4.485786 -1.517 -0.592 1.115
H -2.382509 1.152798 1.438915 -0.145 0.446 0.988
H -2.584282 2.928803 -1.219030 0.218 -0.266 0.725
H -3.899913 2.563589 -0.140625 -1.382 -0.094 -0.050
H -2.635665 3.614884 0.452605 -0.114 0.103 -0.250
H -3.207589 -0.123017 -0.402860 0.867 -0.702 0.297
H -2.218560 0.687931 -1.545981 0.311 0.111 0.034
```
Forces are in eV/Å.

## Properties
SMILES ... C=CCn1c(=O)n2c3c(cccc31)CN(CCC)[C@@H](C)C2
Relative energy (zero: lowest compared OMol25 entry of this formula, charge and spin) ... 84.0 kcal per mole
Spin multiplicity ... 1
Net charge ... 0
Energy ... -24518.371 eV
E_LUMO ... 0.0313 Ha
Orbital gap ... 8.75 eV